ORCA calculation (wB97M-V/def2-TZVPD) on C12H14B2Br2N2O22 as an isolated structure in a non-equilibrium geometry.

The geometry in XYZ format:
```
54
Properties=species:S:1:pos:R:3:nbo_charge:R:1
O 4.603 -3.394 16.761 -0.82
C 9.380 -9.108 8.857 0.69
O 6.998 -9.600 20.220 -0.64
O 5.654 -10.184 18.330 -0.62
O 8.071 -6.154 9.458 -0.66
C 5.805 -9.280 20.505 0.68
O 7.436 -10.291 7.831 -0.56
O 8.772 -4.000 6.793 -0.56
C 8.198 -4.899 9.056 0.67
H 7.852 -13.460 12.841 0.48
O 8.040 -9.471 17.996 -0.63
O 5.165 -11.595 13.437 -0.87
O 9.631 -7.847 8.882 -0.63
O 3.952 -4.620 15.113 -0.81
O 7.571 -11.609 18.836 -0.63
H 15.268 -6.331 12.545 0.22
C 4.948 -9.748 19.306 0.65
Br 14.163 -4.211 11.832 -0.03
H 13.584 -6.718 12.053 0.23
H 7.096 -8.319 13.888 0.46
C 7.984 -9.272 8.222 0.67
C 13.740 -5.892 14.159 -0.44
Br 12.178 -4.633 14.326 -0.01
N 7.424 -7.366 13.822 -0.85
H 6.761 -6.832 14.366 0.48
H 9.124 -14.426 13.352 0.46
B 8.479 -7.082 8.400 1.15
B 7.050 -10.180 18.846 1.16
O 8.079 -3.873 9.763 -0.56
H 8.008 -14.873 12.176 0.45
O 4.110 -13.445 12.844 -0.76
C 8.555 -11.757 18.016 0.69
C 8.635 -4.943 7.541 0.69
C 3.731 -4.011 16.169 0.94
H 7.320 -7.160 12.839 0.46
H 2.741 -3.751 17.694 0.47
O 3.045 -11.911 13.998 -0.77
C 8.811 -10.345 17.426 0.68
C 4.104 -12.304 13.523 0.92
O 3.733 -9.761 19.292 -0.55
O 9.603 -10.067 16.515 -0.62
O 8.678 -6.204 7.232 -0.65
H 14.629 -5.493 14.649 0.21
N 8.562 -14.125 12.569 -0.86
O 7.453 -8.063 8.204 -0.64
O 5.481 -8.578 21.430 -0.57
H 13.450 -6.751 14.765 0.24
H 9.011 -13.659 11.793 0.46
O 2.512 -4.179 16.866 -0.77
O 10.084 -10.037 9.243 -0.60
O 9.011 -12.809 17.563 -0.61
H 8.373 -7.296 14.160 0.45
H 3.184 -13.697 12.866 0.48
C 14.217 -6.060 12.648 -0.41
```

Values from the calculation:
Strongest force on any atom ... 0.0969 Eh/bohr
Gap between HOMO and LUMO ... 3.870 eV
Charge ... -2



ORCA calculation (wB97M-V/def2-TZVPD) on C36H50KO13RbS3 as an isolated structure in a non-equilibrium geometry.

The geometry in XYZ format:
```
104
Properties=species:S:1:pos:R:3:lowdin_charge:R:1
C 0.540 1.567 0.936 -0.05
C -3.534 -5.412 1.950 -0.13
C 2.427 -3.999 -1.882 -0.27
C 1.082 5.136 -0.991 -0.23
C 1.349 0.456 -3.851 -0.10
H -2.001 3.645 3.956 0.13
O -3.710 -4.929 0.627 0.04
H 3.866 4.320 -1.120 0.07
C -3.128 2.103 2.766 -0.11
H 2.782 -6.011 1.082 0.05
H -6.640 -2.183 -1.532 0.12
H -3.451 -0.100 2.895 0.11
H -3.182 2.502 1.749 0.09
O -2.894 -3.499 -0.801 -0.05
C 5.941 1.928 -2.130 -0.11
H 1.809 4.546 -0.431 0.02
C 1.521 2.028 5.649 -0.26
C -0.364 -0.859 -0.354 -0.03
H -4.416 -5.449 2.586 0.13
O -5.607 -2.319 2.405 0.11
O -1.299 2.693 0.009 -0.15
C 0.063 0.653 -4.347 -0.12
H -3.756 -1.635 0.490 0.12
H 3.486 0.494 -4.218 0.09
H 3.372 0.049 -0.844 0.10
K -3.663 2.924 -1.477 0.86
C -2.706 -4.208 0.176 -0.47
C -1.847 2.729 3.383 -0.15
S 1.587 5.239 -2.761 0.85
H 0.896 2.917 -2.768 0.04
H -0.485 3.849 -3.018 0.04
H 1.443 1.852 4.574 0.04
C -4.652 -1.020 0.582 -0.08
C 1.232 0.425 1.194 -0.38
H 0.628 3.789 -4.380 0.05
H -1.068 2.912 2.642 0.10
H 2.715 -3.881 -2.927 0.04
H 4.334 2.281 5.077 0.05
C 0.998 0.732 -6.547 -0.10
H 2.039 2.992 5.615 0.04
O -1.664 -0.374 4.774 0.13
H 5.991 4.117 -2.059 0.10
H -0.647 -1.796 -0.813 0.08
H 6.862 1.800 -2.682 0.10
H 0.884 0.736 -7.623 0.10
H -1.102 -3.256 1.201 0.12
O 1.290 -2.001 0.653 -0.02
H -4.591 -1.044 -1.511 0.03
H 2.597 2.267 -0.268 0.07
H -2.904 -3.544 2.857 0.12
O 2.168 0.475 2.047 0.01
C -5.283 -0.702 -0.744 -0.16
H -2.181 0.294 1.865 0.11
H 0.524 2.110 6.072 0.04
H 2.803 -3.184 -1.268 0.04
O 4.336 -5.814 -1.287 -0.57
C -0.117 0.791 -5.721 -0.10
H -0.914 -5.031 1.034 0.12
H 0.148 4.605 -0.797 0.03
H 1.426 0.190 -2.804 0.10
H 1.339 -3.944 -1.979 0.04
C 2.367 -5.199 0.477 -0.27
H -4.403 -0.113 1.124 0.11
C 3.540 2.166 -0.791 -0.06
H -0.753 0.524 -3.651 0.07
C 0.573 3.817 -3.293 -0.26
O -1.324 1.785 4.284 0.00
H -1.098 0.959 -6.144 0.10
C 3.946 0.898 -1.190 -0.07
C -0.647 1.633 0.135 -0.36
H 4.913 0.597 5.201 0.05
C 4.035 1.233 5.095 -0.27
O 2.236 -0.527 5.988 -0.57
C -2.455 -4.463 2.475 -0.12
H -5.314 0.383 -0.854 0.10
C 5.206 0.808 -1.828 -0.10
S 2.831 -5.658 -1.208 0.83
C 2.495 0.648 -4.621 -0.04
H 3.605 0.922 4.140 0.03
C 2.296 0.646 -6.025 -0.06
Rb -2.711 -1.935 -3.168 0.90
O -6.789 -2.063 0.551 0.04
H 3.130 0.816 -6.692 0.10
H 2.817 -4.293 0.878 0.06
H -7.491 -0.796 -0.847 0.13
C 4.252 3.315 -1.216 -0.10
H -1.950 -4.880 3.345 0.13
C -5.652 -1.868 1.276 -0.45
H 0.715 2.509 1.438 0.11
S 2.759 0.850 6.344 0.82
O -2.138 0.279 -1.345 -0.23
H -4.012 2.115 3.401 0.12
H -3.119 -6.422 1.907 0.13
C -1.779 0.533 3.989 -0.43
H 1.304 -5.366 0.640 0.03
C -1.615 -4.217 1.222 -0.04
H 5.566 -0.181 -2.080 0.10
H 1.023 6.150 -0.598 0.05
C 5.503 3.196 -1.774 -0.09
O 1.094 6.545 -3.365 -0.57
C -1.105 0.315 -0.627 -0.38
C -2.678 0.659 2.766 -0.10
C -6.615 -1.435 -0.739 -0.13
C 0.771 -0.840 0.467 -0.31
```

Values from the calculation:
Strongest force on any atom ... 0.0915 Eh/bohr
Gap between HOMO and LUMO ... 5.288 eV



ORCA calculation (wB97M-V/def2-TZVPD) on one molecule with the formula C3H6S2 in a non-equilibrium geometry.

The geometry in XYZ format:
```
11
Properties=species:S:1:pos:R:3:nbo_charge:R:1
C -0.431 -0.595 -1.331 -0.48
C -0.123 0.120 -2.616 -0.60
H 0.051 1.219 2.004 0.17
H 0.269 -1.545 -1.438 0.24
C -0.016 -0.286 0.143 -0.24
H 0.736 0.093 -3.114 0.22
S 1.438 -0.408 0.766 0.07
H -1.506 -1.071 -1.361 0.23
H -0.646 -0.359 -3.352 0.22
S -1.116 0.729 1.277 -0.03
H -0.637 1.086 -2.604 0.21
```

Values from the calculation:
Strongest force on any atom ... 0.1090 Eh/bohr
Gap between HOMO and LUMO ... 8.173 eV
Structure (SMILES) ... CCC(=S)S



ORCA calculation (wB97M-V/def2-TZVPD) on one molecule with the formula C4H11O2PS in a non-equilibrium geometry.

The geometry in XYZ format:
```
19
Properties=species:S:1:pos:R:3:nbo_charge:R:1
H -1.348 -2.649 -0.448 0.25
O 0.855 -0.796 2.092 -1.12
H 2.272 -2.890 0.334 0.24
C -0.703 2.751 0.807 -0.73
C -0.594 2.662 -1.936 -0.72
H -0.761 2.146 1.690 0.27
H 2.721 -1.347 -0.274 0.23
H -1.746 -1.864 1.117 0.25
H -1.637 3.006 -1.897 0.23
O -0.037 0.115 -0.173 -1.15
P 0.498 -1.172 0.671 2.13
H -0.073 2.262 -2.785 0.23
C 1.948 -2.007 -0.238 -0.95
H -0.260 3.688 1.053 0.23
C -0.923 -2.293 0.523 -1.03
H -1.591 2.889 0.185 0.22
S 0.249 2.070 -0.615 0.97
H -0.584 -3.252 1.088 0.24
H 1.648 -2.266 -1.161 0.22
```

Values from the calculation:
Strongest force on any atom ... 0.0923 Eh/bohr
Gap between HOMO and LUMO ... 8.946 eV



ORCA calculation (wB97M-V/def2-TZVPD) on one molecule with the formula C3H2I2 in a non-equilibrium geometry.

The geometry in XYZ format:
```
7
Properties=species:S:1:pos:R:3:nbo_charge:R:1
C -1.514 -0.846 -0.332 -0.23
C -0.242 -0.113 -0.089 -0.41
H 0.483 -0.237 -0.896 0.17
C -1.501 0.691 -0.402 -0.23
I -2.653 2.437 -0.429 0.26
I -2.535 -2.640 -0.458 0.27
H 0.120 -0.060 0.873 0.17
```

Values from the calculation:
Strongest force on any atom ... 0.1543 Eh/bohr
Gap between HOMO and LUMO ... 8.163 eV
Structure (SMILES) ... IC1=C(I)C1



ORCA calculation (wB97M-V/def2-TZVPD) on one molecule with the formula C5H8O2.

The geometry in XYZ format:
```
15
Properties=species:S:1:pos:R:3:nbo_charge:R:1
C 0.226 -2.256 -0.310 -0.60
H 0.470 -2.662 0.677 0.20
O -2.120 1.949 1.220 -0.47
C -0.112 1.530 -0.053 0.49
H 0.729 0.342 1.419 0.24
H 0.435 -0.467 -1.475 0.21
O 0.648 2.048 -0.840 -0.50
C -1.360 2.316 0.358 0.34
C 0.696 -0.813 -0.469 -0.39
H -0.859 -2.341 -0.449 0.20
H 1.788 -0.769 -0.416 0.21
H -0.871 -0.188 0.957 0.24
H -1.496 3.250 -0.220 0.13
H 0.703 -2.891 -1.064 0.21
C 0.082 0.167 0.547 -0.52
```

Values from the calculation:
Strongest force on any atom ... 0.0123 Eh/bohr
Gap between HOMO and LUMO ... 9.326 eV
Structure (SMILES) ... CCCC(=O)C=O